C16H20ClInN2O4SSe2 | the ωB97M-V functional and the def2-TZVPD basis

```
! wB97M-V def2-TZVPD RIJCOSX def2/J DEFGRID3
* xyz 0 1
In 0.359 1.303 -0.902
Se 2.570 -1.503 0.522
Se 2.727 0.196 -1.297
Cl -6.200 -0.742 -0.316
S -0.408 -0.919 -1.534
O 6.668 -2.176 -0.904
O 7.369 0.609 -0.267
O 1.453 2.553 -2.095
O 2.778 2.016 -2.177
N -2.028 -0.565 -2.509
N -5.705 -4.103 1.079
C -6.590 -3.553 1.594
C -1.165 2.367 0.264
C -4.577 1.341 -0.932
C -3.404 2.049 -0.785
C -2.477 1.722 0.219
C 4.446 -1.258 1.051
C 4.383 0.777 -0.429
C -2.404 -1.118 -1.502
C -2.791 0.695 1.119
C -4.810 0.324 -0.025
C 6.475 0.087 0.718
C -7.602 0.031 0.475
C 5.211 -0.419 0.023
C -7.903 -0.318 1.704
C -3.961 -0.025 1.005
C 5.598 -1.285 -1.188
H 5.848 -0.637 -2.033
H 4.915 -2.237 1.135
H -5.261 1.548 -1.743
H -3.168 2.834 -1.492
H 6.202 0.860 1.444
H -0.784 2.454 1.281
H 7.472 -1.645 -0.898
H -8.076 0.748 -0.174
H -8.747 0.155 2.189
H -7.358 -1.081 2.241
H 6.946 -0.742 1.256
H 4.463 -0.776 2.030
H 4.108 1.414 0.410
H -2.075 0.415 1.880
H -4.177 -0.857 1.661
H 4.748 -1.904 -1.474
H 4.888 1.375 -1.185
H -4.891 -4.408 0.583
H -1.166 3.355 -0.199
H 8.103 1.043 0.177
*
```

DFT total energy   -6883.11141 hartree
Orbital gap   5.54 eV
Relative energy (zero: lowest compared OMol25 entry of this formula, charge and spin)   705.70 kJ/mol
LUMO level   -0.99 eV


C16H20F12IO8 | the ωB97M-V functional and the def2-TZVPD basis

```
! wB97M-V def2-TZVPD RIJCOSX def2/J DEFGRID3
* xyz -1 1
I -96.006 0.481 35.130
F -92.849 2.781 34.103
F -97.712 -5.207 29.694
F -96.771 -2.159 40.436
F -100.224 2.329 29.937
F -101.650 0.734 29.263
F -95.682 -5.489 30.561
F -93.857 2.718 32.044
F -101.770 1.538 31.299
F -97.687 -3.610 39.076
F -93.719 4.590 33.187
F -97.482 -6.380 31.468
F -98.844 -1.967 39.716
O -96.214 3.888 33.529
O -100.210 -1.107 30.606
O -97.389 -1.868 36.949
O -98.667 0.671 30.887
O -95.339 2.276 34.953
O -96.515 -0.387 38.465
O -96.110 -4.032 32.677
O -98.263 -3.634 31.971
C -97.175 -4.157 31.875
C -97.520 3.831 33.983
C -97.033 -5.337 30.823
C -96.035 0.453 37.344
C -98.440 4.275 32.988
C -97.634 -2.327 39.319
C -96.296 0.568 31.298
C -100.938 1.143 30.313
C -97.161 -1.428 38.145
C -95.323 3.055 33.973
C -99.876 0.175 30.664
C -95.656 1.806 38.064
C -96.198 -2.938 33.673
C -94.821 -2.600 34.344
C -97.544 -0.173 30.958
C -93.977 3.261 33.234
H -97.382 -0.924 30.009
H -97.727 -0.698 31.883
H -97.531 4.423 34.852
H -96.436 2.303 38.645
H -94.295 -3.349 35.036
H -96.254 1.304 32.294
H -98.063 5.217 32.714
H -97.098 -2.996 34.307
H -95.226 0.159 36.739
H -94.953 1.470 38.724
H -96.776 0.541 36.807
H -95.223 2.443 37.211
H -95.002 -1.828 35.044
H -98.106 2.810 34.152
H -94.026 -2.331 33.705
H -99.488 4.192 33.362
H -98.637 3.548 32.170
H -96.112 1.284 30.659
H -95.381 -0.177 31.447
H -96.338 -2.185 33.087
*
```

DFT total energy   -2719.26062 hartree
Orbital gap   4.69 eV
LUMO level   2.37 eV


C16H20F12O8 | the ωB97M-V functional and the def2-TZVPD basis

```
! wB97M-V def2-TZVPD RIJCOSX def2/J DEFGRID3
* xyz 0 1
F 1.469 4.100 -1.334
F -1.156 -5.000 0.937
F 0.091 -6.093 -0.321
F 1.214 -2.054 1.939
F 0.830 9.351 -4.137
F 3.051 -2.163 0.756
F -1.377 9.182 -4.141
F 2.504 2.387 -2.155
F 1.048 3.408 -3.414
F -0.189 -3.989 -0.658
F 2.221 -3.901 1.795
F -0.334 9.961 -2.413
O -3.171 -5.788 -0.478
O 0.630 0.937 -0.952
O -1.975 -5.431 -2.413
O 0.673 6.855 -3.201
O 3.361 -0.804 3.305
O -1.146 7.236 -2.064
O -0.990 2.393 -1.810
O 3.916 -3.012 3.521
C -0.281 -0.044 -0.372
C -2.409 5.598 -0.602
C -5.089 -7.158 -0.394
C 2.413 -2.586 1.833
C -1.207 5.871 -1.527
C -4.418 -5.995 -1.078
C 1.336 3.031 -2.153
C -2.033 -5.384 -1.211
C 3.202 -2.028 3.023
C -0.283 9.091 -3.423
C -0.909 0.482 0.940
C -0.788 -5.099 -0.298
C 4.711 -2.912 4.677
C -0.218 7.638 -2.871
C 0.211 2.107 -1.643
C 6.074 -2.195 4.419
H 0.117 -1.059 -0.352
H 4.192 -2.377 5.473
H -1.304 5.129 -2.319
H 5.912 -1.181 4.055
H -1.122 -0.085 -1.064
H -5.074 -5.125 -1.052
H 4.921 -3.899 5.089
H 6.821 -2.582 3.726
H -1.181 1.531 1.061
H -4.528 -8.076 -0.568
H -0.468 0.109 1.864
H -3.388 5.887 -0.984
H -0.306 5.500 -1.039
H -6.018 -7.251 -0.956
H -1.885 0.004 1.019
H -2.489 4.611 -0.145
H -2.269 6.325 0.198
H 6.598 -2.249 5.374
H -5.162 -6.923 0.668
H -4.351 -6.285 -2.127
*
```

DFT total energy   -2421.95424 hartree
Orbital gap   11.10 eV
SMILES   CCOC(=O)C(F)(F)F.CCOC(=O)C(F)(F)F.CCOC(=O)C(F)(F)F.CCOC(=O)C(F)(F)F
Relative energy (zero: lowest compared OMol25 entry of this formula, charge and spin)   300.45 kJ/mol
LUMO level   0.40 eV


C16H20F3N4O7PS | the ωB97M-V functional and the def2-TZVPD basis

```
! wB97M-V def2-TZVPD RIJCOSX def2/J DEFGRID3
* xyz 0 1
S -3.166 0.043 1.292
P -0.878 1.421 2.011
F -5.711 -0.428 1.045
F -5.195 1.679 0.689
F -4.770 0.146 -0.805
O -0.514 0.038 2.310
O 4.019 1.078 2.179
O -2.651 -1.067 0.567
O -1.166 2.274 3.353
O 0.245 2.251 1.230
O -2.287 1.446 1.119
O -3.439 -0.277 2.658
N -2.154 1.211 -0.828
N -5.287 -6.121 -1.193
N 5.226 2.769 1.149
N -6.199 -2.685 -4.303
C -2.013 2.992 -2.743
C -4.828 0.406 0.504
C 6.991 1.536 -0.027
C 8.048 0.565 2.377
C -5.248 -6.520 -2.265
C -2.092 1.985 -1.678
C 6.946 1.426 2.384
C -5.197 -7.026 -3.640
C 8.118 0.703 -0.042
C 4.031 2.126 1.583
C -6.146 -2.764 -3.162
C 6.379 1.912 1.191
C 2.655 2.781 1.287
C 1.570 1.712 1.527
C -6.075 -2.866 -1.701
C 8.640 0.198 1.159
H -4.170 -7.009 -4.002
H 1.746 0.834 0.892
H -2.375 3.953 -2.379
H -0.980 3.102 -3.068
H -5.812 -6.402 -4.286
H -7.078 -2.959 -1.287
H -5.493 -3.742 -1.420
H -5.602 -1.978 -1.290
H -5.568 -8.049 -3.672
H 6.458 1.757 3.308
H 1.594 1.449 2.593
H 5.064 2.940 0.155
H 8.433 0.188 3.326
H 2.652 3.169 0.256
H -1.291 1.611 4.052
H 2.535 3.602 2.013
H 9.506 -0.465 1.136
H -2.621 2.680 -3.590
H 8.576 0.454 -1.002
H 6.577 1.922 -0.965
*
```

DFT total energy   -2406.53061 hartree
Orbital gap   9.40 eV
LUMO level   0.31 eV


C16H20F4NNaO17 | the ωB97M-V functional and the def2-TZVPD basis

```
! wB97M-V def2-TZVPD RIJCOSX def2/J DEFGRID3
* xyz 1 2
Na -0.672 -3.939 -1.067
F -0.131 1.550 -4.310
F -0.243 2.326 3.233
F -0.417 -4.255 4.088
F 2.631 1.722 2.166
O 5.267 -0.956 4.188
O -1.744 3.500 1.882
O -0.497 3.443 -1.911
O 3.041 -0.581 4.080
O 1.662 4.271 -1.764
O 1.147 2.212 -2.559
O -0.259 -2.934 5.899
O -1.046 -1.089 4.923
O -1.104 -0.997 -1.115
O -0.261 4.808 0.997
O 0.010 -0.170 0.530
O -0.289 -3.186 -3.616
O -2.427 5.003 0.329
O -0.713 -1.268 -4.766
O -0.683 -2.149 0.587
O 4.252 0.177 2.447
O -0.034 -0.939 7.055
N -0.620 -1.058 -0.013
C 0.830 3.401 -2.061
C 0.081 1.451 -2.950
C 0.041 -2.248 -4.339
C -1.056 2.134 -2.211
C -1.562 4.460 0.983
C 4.292 -0.482 3.638
C -1.240 -2.141 3.957
C 2.127 -0.309 3.092
C -2.876 -1.989 -5.710
C -0.334 -1.552 6.012
C 2.941 0.440 2.055
C 0.505 4.087 1.921
C -1.074 -3.362 4.822
C -0.418 2.884 2.081
C -2.143 -1.289 -4.622
C 1.510 -2.134 -4.769
H -1.385 1.642 -1.296
H 1.816 -3.110 -5.146
H 1.518 -1.477 -5.639
H -2.622 -3.027 -5.925
H -1.909 2.134 -2.890
H 2.184 -1.733 -4.013
H -2.691 -1.419 -6.621
H 1.472 3.819 1.497
H 1.278 0.210 3.536
H 0.153 0.383 -2.745
H -2.375 -1.742 -3.658
H -2.147 -2.065 3.358
H 2.660 0.055 1.075
H -3.939 -1.857 -5.508
H -2.469 -0.250 -4.678
H -0.410 -1.963 3.274
H -1.939 -3.850 5.272
H -0.186 2.181 1.280
H 0.644 4.530 2.907
H 1.851 -1.303 2.739
*
```

DFT total energy   -2516.86393 hartree
Orbital gap (spin up / spin down)   7.36 / 3.03 eV
LUMO level (spin up / spin down)   -5.82 / -10.15 eV


C16H20FN2O7SSe2TeY | the ωB97M-V functional and the def2-TZVPD basis

```
! wB97M-V def2-TZVPD RIJCOSX def2/J DEFGRID3
* xyz -2 1
Te -1.013 -1.707 2.099
Y -0.671 1.018 0.778
Se -2.325 0.017 -1.344
Se -1.367 3.606 1.513
S -4.115 -2.478 1.069
F -0.151 -2.039 6.451
O 1.506 0.017 1.411
O 0.475 1.284 2.904
O 1.978 -3.783 6.915
O -4.180 4.428 -2.383
O 0.412 1.837 -0.766
O 4.627 -1.426 4.077
O -3.261 1.171 1.240
N 2.458 -0.716 4.334
N 3.231 -2.601 5.431
C -3.405 2.838 -0.631
C -3.513 -3.016 3.468
C -2.489 3.961 -0.070
C 2.064 -2.851 6.140
C -2.964 -2.453 2.342
C -4.090 2.071 0.503
C 1.246 -0.898 4.976
C 2.646 0.462 3.463
C -4.578 3.537 -1.332
C 3.520 -1.559 4.561
C 1.724 1.968 -1.191
C 1.464 0.603 2.523
C -4.871 -3.439 3.293
C -5.339 -3.193 2.035
C -2.679 1.947 -1.693
C 1.029 -1.878 5.843
H -5.167 4.083 -0.583
H 2.445 1.687 -0.412
H -3.403 4.894 -2.053
H -1.719 2.400 -1.930
H 1.943 1.329 -2.059
H -3.372 0.305 0.802
H -6.324 -3.398 1.639
H -5.466 -3.897 4.075
H -3.123 4.805 0.219
H 0.458 -0.205 4.695
H -1.825 4.300 -0.870
H 3.556 0.300 2.901
H -3.268 1.963 -2.607
H 1.965 2.999 -1.490
H -2.959 -3.108 4.396
H -4.497 2.786 1.220
H -4.923 1.497 0.085
H 3.994 -3.237 5.599
H -5.226 2.792 -1.798
H 2.733 1.352 4.083
*
```

DFT total energy   -6865.40883 hartree
Orbital gap   6.04 eV
Relative energy (zero: lowest compared OMol25 entry of this formula, charge and spin)   24.62 kJ/mol
LUMO level   4.41 eV


C16H20FeOS2 | the ωB97M-V functional and the def2-TZVPD basis

```
! wB97M-V def2-TZVPD RIJCOSX def2/J DEFGRID3
* xyz -2 5
Fe 2.928 -1.111 0.716
S -1.774 3.499 -0.247
S -0.527 0.969 -0.508
O -3.209 1.340 -0.524
C 4.345 -0.401 1.943
C 0.326 -0.919 -0.954
C -5.464 1.307 0.000
C 3.410 -2.895 -0.010
C 3.520 0.634 -0.007
C 3.015 0.116 2.250
C -0.935 -1.712 -1.054
C -1.979 1.874 -0.491
C 2.611 -3.033 1.185
C 2.501 0.755 1.037
C 2.665 -2.110 -0.965
C 4.651 -0.079 0.566
C 1.377 -2.333 0.970
C -4.315 2.279 -0.250
C -4.681 3.168 -1.406
C 1.418 -1.690 -0.323
H 1.567 1.313 0.951
H 0.765 -0.345 -1.812
H -1.557 -1.177 -1.781
H 4.359 -3.395 -0.196
H 5.605 -0.262 0.052
H -0.827 -2.788 -1.267
H 3.466 1.080 -0.997
H -1.399 -1.671 -0.053
H -4.072 2.916 0.618
H 2.527 0.111 3.220
H -6.417 1.835 0.117
H -4.795 2.588 -2.340
H -5.453 0.631 -0.881
H -3.972 3.989 -1.563
H -5.268 0.688 0.880
H 5.029 -0.859 2.661
H -5.647 3.623 -1.142
H 2.902 -1.910 -1.989
H 2.815 -3.667 2.045
H 0.490 -2.359 1.549
*
```

DFT total energy   -2756.68404 hartree
Orbital gap (spin up / spin down)   2.46 / 4.93 eV
Relative energy (zero: lowest compared OMol25 entry of this formula, charge and spin)   152.70 kJ/mol
LUMO level (spin up / spin down)   4.93 / 4.88 eV


C16H20N2O3S3 | the ωB97M-V functional and the def2-TZVPD basis

```
! wB97M-V def2-TZVPD RIJCOSX def2/J DEFGRID3
* xyz 0 1
S -3.734 -0.075 0.300
S -2.473 2.479 1.280
S -0.171 -4.804 0.675
O -3.752 -0.318 1.711
O -4.881 -0.382 -0.492
O -0.668 0.809 -1.322
N 0.472 0.938 0.626
N -2.462 -0.953 -0.321
C 3.782 2.132 0.933
C -0.442 0.402 -0.198
C -2.941 3.667 -0.946
C -1.054 -3.234 0.941
C 2.791 1.529 0.172
C -3.303 1.624 0.045
C -1.211 -0.790 0.382
C -2.362 3.866 0.267
C 3.121 0.448 -0.637
C -0.777 -5.223 -0.983
C 1.364 2.008 0.225
C 5.085 1.666 0.882
C -0.364 -2.066 0.255
C -3.482 2.370 -1.077
C 5.405 0.588 0.076
C 4.420 -0.022 -0.684
H 3.535 2.973 1.565
H -0.435 -4.486 -1.704
H 6.421 0.223 0.039
H -1.879 4.750 0.632
H 4.667 -0.863 -1.314
H 1.262 2.844 0.923
H -2.074 -3.348 0.575
H 2.351 -0.020 -1.234
H -2.980 4.410 -1.721
H -0.365 -6.196 -1.229
H 1.028 2.327 -0.766
H 0.621 -1.904 0.699
H -1.080 -3.087 2.020
H 5.850 2.145 1.475
H -0.227 -2.282 -0.806
H -1.862 -5.270 -0.967
H -2.361 -0.788 -1.316
H -3.985 1.995 -1.948
H 0.620 0.531 1.536
H -1.470 -0.615 1.431
*
```

DFT total energy   -2151.49529 hartree
Orbital gap   8.96 eV
SMILES   CSCC[C@H](NS(=O)(=O)c1cccs1)C(=O)NCc1ccccc1
Relative energy (zero: lowest compared OMol25 entry of this formula, charge and spin)   0.00 kJ/mol
LUMO level   0.36 eV


C16H20N2O6RuS | the ωB97M-V functional and the def2-TZVPD basis

```
! wB97M-V def2-TZVPD RIJCOSX def2/J DEFGRID3
* xyz 2 5
Ru -1.562 1.322 -0.151
S 0.457 1.578 -0.961
O -2.935 5.338 -0.487
O -1.303 -0.519 0.133
O -2.076 3.132 2.141
O -2.067 3.299 -0.567
O -3.499 1.196 0.812
O -4.544 0.615 2.775
N 2.717 0.284 -0.523
N 0.912 -1.085 -0.343
C 0.213 -3.791 -0.240
C 1.419 0.133 -0.537
C -3.840 1.122 1.982
C 3.770 1.774 -2.225
C -0.169 -5.116 -0.203
C -2.524 4.245 0.072
C 3.584 -0.910 -0.307
C -1.500 -5.446 0.026
C -0.330 -1.393 -0.107
C -2.660 4.296 1.570
C -2.808 2.428 3.017
C 3.405 1.572 -0.765
C -2.455 -4.454 0.221
C 3.736 -1.764 -1.555
C -2.082 -3.126 0.185
C -0.743 -2.785 -0.048
H -2.213 1.732 3.598
H 4.371 -2.617 -1.320
H -3.487 -4.723 0.398
H -2.134 5.178 1.941
H 1.245 -3.521 -0.411
H 4.206 -1.213 -2.367
H -2.822 -2.353 0.331
H 4.236 2.751 -2.342
H -2.858 5.309 -1.459
H 2.773 -2.138 -1.897
H 2.772 2.377 -0.398
H 2.891 1.737 -2.869
H 4.292 1.562 -0.135
H 4.480 1.023 -2.566
H 4.545 -0.518 0.019
H -3.619 2.943 3.525
H -3.719 4.392 1.821
H -1.796 -6.486 0.055
H 3.158 -1.483 0.512
H 0.565 -5.896 -0.351
*
```

DFT total energy   -1675.09692 hartree
Orbital gap (spin up / spin down)   7.78 / 5.38 eV
Relative energy (zero: lowest compared OMol25 entry of this formula, charge and spin)   0.00 kJ/mol
LUMO level (spin up / spin down)   -6.84 / -9.17 eV


C16H20N4O2S | the ωB97M-V functional and the def2-TZVPD basis

```
! wB97M-V def2-TZVPD RIJCOSX def2/J DEFGRID3
* xyz 0 1
S -3.519 0.468 -0.619
O 3.332 1.513 0.292
O -0.950 0.175 -0.928
N 4.078 -0.633 0.106
N -1.862 -1.516 0.251
N -5.280 -0.936 0.598
N -4.141 -1.599 0.770
C -0.800 -0.873 -0.340
C 0.607 -2.953 -0.167
C 4.242 0.724 0.226
C 6.190 1.180 -1.225
C 0.505 -1.564 -0.190
C 5.875 2.491 0.901
C -3.134 -1.017 0.209
C -7.634 0.416 -0.127
C 1.855 -3.540 -0.061
C 2.990 -2.759 0.036
C -6.285 1.082 -0.387
C -6.122 2.347 0.462
C -5.170 0.144 -0.084
C 5.713 1.131 0.230
C 1.646 -0.773 -0.114
C 2.897 -1.367 0.013
H 1.549 0.300 -0.147
H 7.239 1.466 -1.266
H 3.960 -3.229 0.123
H -6.914 3.055 0.232
H -7.744 -0.471 -0.745
H -5.163 2.820 0.265
H 5.590 2.434 1.949
H -6.176 2.095 1.519
H 5.231 3.218 0.415
H -0.269 -3.576 -0.270
H -1.733 -2.362 0.787
H 5.610 1.914 -1.779
H 6.297 0.382 0.777
H -8.441 1.108 -0.355
H -7.703 0.115 0.914
H 6.906 2.828 0.835
H 4.920 -1.194 0.106
H -6.213 1.363 -1.444
H 6.076 0.213 -1.712
H 1.944 -4.616 -0.055
*
```

DFT total energy   -1389.43118 hartree
Orbital gap   9.14 eV
SMILES   CC(C)C(=O)Nc1cccc(C(=O)Nc2nnc(C(C)C)s2)c1
Relative energy (zero: lowest compared OMol25 entry of this formula, charge and spin)   107.36 kJ/mol
LUMO level   0.29 eV


- What is the DFT total energy in the fourth record?
  -2406.53061 hartree


- The highest DFT total energy belongs to which entry?
  C16H20N4O2S